No. 1
Formula: C4H11N2O2
Source: the Open Molecules 2025 dataset
Level of theory: ωB97M-V/def2-TZVPD

Atoms and positions in Å:
C -0.5702 -1.0336 -1.2114
C -0.2658 -0.0948 -0.0823
C -0.5685 -0.6254 1.2999
C -0.8885 1.2392 -0.3186
O -0.0204 2.2331 0.3078
N 1.1953 0.0820 -0.2252
N 2.0617 -0.6539 0.3690
O 3.2151 -0.6258 0.1482
H -0.1357 -2.0877 -1.0249
H -0.0446 -0.6573 -2.0997
H -1.6599 -1.0490 -1.4526
H -1.5802 -0.7602 1.1365
H -0.0840 -1.6320 1.5442
H -0.4985 0.0873 2.1488
H -0.8976 1.5977 -1.3086
H -1.8714 1.3537 0.0774
H -0.5692 2.9888 0.3271
H 1.5309 0.8569 -0.7236
H 1.6514 -1.2190 1.0882

Cartesian forces, eV/Å:
-0.382 -1.844 -0.828
1.320 -0.578 0.360
1.242 -0.490 0.701
1.514 2.127 1.040
0.129 -1.828 0.209
-0.188 -0.445 1.112
-1.269 1.625 -1.046
1.823 -0.181 0.001
-1.009 1.529 -0.185
-0.322 -0.133 0.046
0.811 -0.316 0.287
-2.364 -1.064 0.535
-0.865 1.260 -0.290
0.453 -0.303 -0.734
-0.280 -0.588 -1.792
-0.856 -0.531 0.406
-0.465 1.747 0.304
1.027 1.208 -1.089
-0.319 -1.195 0.961

For the LUMO energy, the calculation gives -5.51 eV. The total charge is +1. As for the HOMO-LUMO gap: 9.6 eV. Its energy relative to the best compared isomer or geometry (same formula, charge and spin) is 118.1 kcal per mole. For the HOMO energy, the calculation gives -15.11 eV. As for the SMILES: CC(C)(CO)N[NH+]=O.

***

No. 2
Formula: C3H2ClF2N
Source: the Open Molecules 2025 dataset
Level of theory: ωB97M-V/def2-TZVPD

Atoms and positions in Å:
C -0.7811 1.2316 -0.4851
C 0.8339 -0.4728 0.0599
C -0.6211 -0.0579 0.0153
N -0.6415 2.3302 -0.7799
F 1.0480 -1.7028 -0.4370
F -0.8552 0.2666 1.6658
Cl -1.7844 -1.2169 -0.4689
H 1.3304 -0.5616 1.0867
H 1.4708 0.1834 -0.6568

Cartesian forces, eV/Å:
0.071 2.069 -0.476
3.254 0.624 -0.273
-0.305 -0.968 4.790
-0.333 0.144 -0.303
-0.467 -1.853 -0.822
0.135 -0.802 -3.475
0.232 0.090 0.109
-1.344 1.094 -1.085
-1.243 -0.398 1.534

For the LUMO energy, the calculation gives -0.76 eV. As for the HOMO-LUMO gap: 11.9 eV. Its energy relative to the best compared isomer or geometry (same formula, charge and spin) is 20.3 kcal per mole. For the HOMO energy, the calculation gives -12.64 eV.

***

No. 3
Formula: CHNO4S
Source: the Open Molecules 2025 dataset
Level of theory: ωB97M-V/def2-TZVPD

Atoms and positions in Å:
N 0.6882 -3.3894 -1.4152
C 1.2284 -2.4353 -1.0969
S 2.0442 -1.0307 -0.3910
O 3.2975 -0.8530 -1.0583
O 1.8145 -0.9640 0.9916
O 0.8464 0.2554 -1.0263
O -0.2931 0.2262 -0.1459
H 0.1676 0.4210 0.6885

Cartesian forces, eV/Å:
-0.330 -0.568 -0.358
0.765 1.084 0.981
-1.782 2.415 -3.214
-1.362 -0.190 0.704
0.279 -0.542 1.110
1.767 -2.189 1.002
1.163 -0.162 -0.399
-0.499 0.152 0.176

For the LUMO energy, the calculation gives -0.54 eV. As for the HOMO-LUMO gap: 11.2 eV. Its energy relative to the best compared isomer or geometry (same formula, charge and spin) is 84.3 kcal per mole. For the HOMO energy, the calculation gives -11.70 eV. As for the SMILES: N#CS(=O)(=O)OO.